1.
ORCA calculation (ωB97M-V with the def2-TZVPD basis set) on 5 unconnected molecules or ions with the total composition C19H30O9 at a distorted geometry.

```
58
C19H30O9, DFT ωB97M-V with the def2-TZVPD basis set
O 4.18 4.72 20.03
C 4.65 4.69 18.92
C 5.01 3.42 18.13
C 5.34 4.02 16.77
C 5.86 5.42 17.12
O 5.01 5.76 18.25
H 5.82 2.85 18.59
H 4.14 2.76 18.07
H 6.08 3.38 16.28
H 4.42 4.18 16.23
H 6.88 5.46 17.51
H 5.81 6.09 16.27
O 8.05 7.51 15.26
C 7.61 8.60 15.46
C 7.99 9.88 14.73
C 7.00 10.89 15.29
C 6.31 10.22 16.48
O 6.66 8.81 16.39
H 8.99 10.24 14.94
H 7.80 9.90 13.66
H 7.44 11.84 15.59
H 6.19 11.15 14.60
H 6.73 10.61 17.41
H 5.22 10.27 16.51
O 9.74 0.13 21.19
C 9.02 1.04 21.45
C 7.49 1.11 21.48
C 7.20 2.43 22.18
C 8.50 3.21 22.03
O 9.54 2.24 21.84
H 7.17 1.09 20.44
H 7.13 0.20 21.96
H 6.51 3.00 21.55
H 6.78 2.38 23.18
H 8.40 4.04 21.34
H 8.70 3.61 23.03
O 1.34 6.29 25.61
C 1.82 5.61 24.76
C 1.19 4.53 23.92
C 2.14 4.44 22.73
C 3.45 4.92 23.32
O 3.08 5.90 24.28
H 1.17 3.58 24.46
H 0.20 4.85 23.60
H 2.20 3.43 22.32
H 1.84 5.13 21.94
H 4.01 4.06 23.73
H 4.13 5.34 22.58
C 9.99 4.47 16.80
C 9.46 3.47 17.80
C 10.04 2.05 17.73
O 8.58 3.75 18.59
H 10.44 3.96 15.96
H 10.74 5.02 17.38
H 9.19 5.15 16.51
H 9.28 1.41 18.18
H 10.91 2.05 18.38
H 10.20 1.78 16.69
```

Multiplicity: 1
E_HOMO, eV: -9.857
M, g/mol: 402.4
SMILES: O=C1CCCO1.O=C1CCCO1.O=C1CCCO1.O=C1CCCO1.CC(C)=O

Atom charges from the natural (NBO) analysis, given in e for atoms 1 to 8: O -0.605; C 0.801; C -0.528; C -0.430; C -0.075; O -0.481; H 0.241; H 0.233



2.
ORCA calculation (ωB97M-V with the def2-TZVPD basis set) on 2 unconnected molecules or ions with the total composition C5H14O at a distorted geometry.

```
20
C5H14O, DFT ωB97M-V with the def2-TZVPD basis set
C 0.21 0.10 -1.53
C 0.68 1.21 -0.59
C 2.00 1.78 -0.98
O -0.29 2.26 -0.59
H 0.28 0.51 -2.59
H -0.79 -0.30 -1.32
H 0.94 -0.66 -1.79
H 0.67 0.71 0.38
H 2.54 2.11 -0.07
H 2.66 1.16 -1.58
H 1.79 2.75 -1.46
H -1.13 1.96 -0.97
C -1.74 -1.57 1.03
C -0.71 -1.77 2.17
H -2.45 -2.36 1.20
H -2.16 -0.57 1.13
H -1.21 -1.78 0.10
H -1.18 -1.73 3.14
H -0.23 -2.76 2.18
H 0.12 -1.05 2.13
```

Multiplicity: 1
E_HOMO, eV: -10.277
M, g/mol: 90.2
SMILES: CC(C)O.CC

Atom charges from the natural (NBO) analysis, given in e for atoms 1 to 8: C -0.654; C 0.085; C -0.644; O -0.730; H 0.206; H 0.214; H 0.225; H 0.158



3.
ORCA calculation (ωB97M-V with the def2-TZVPD basis set) on 2 unconnected molecules or ions with the total composition C4H9NO at a distorted geometry.

```
15
C4H9NO, DFT ωB97M-V with the def2-TZVPD basis set
C -0.30 3.19 0.06
C -0.08 2.01 -0.54
O 1.13 1.43 -0.76
H -1.33 3.44 0.26
H 0.48 3.93 0.10
H -0.95 1.36 -0.64
H 1.07 0.55 -0.37
C 0.56 -2.45 -0.86
N 0.58 -1.52 0.00
C -0.38 -1.55 1.09
H 1.20 -2.33 -1.72
H -0.05 -3.35 -0.75
H -0.28 -0.66 1.71
H -1.39 -1.60 0.68
H -0.24 -2.42 1.74
```

Multiplicity: 1
E_HOMO, eV: -8.879
M, g/mol: 87.1
SMILES: C=CO.C=NC

Atom charges from the natural (NBO) analysis, given in e for atoms 1 to 8: C -0.505; C 0.147; O -0.713; H 0.202; H 0.204; H 0.143; H 0.507; C -0.036



4.
ORCA calculation (ωB97M-V with the def2-TZVPD basis set) on C2H5FSi in the gas phase at a distorted geometry.

```
9
C2H5FSi, DFT ωB97M-V with the def2-TZVPD basis set
C -0.56 -0.28 1.52
C -0.23 0.29 0.37
F -0.67 1.84 0.30
Si 0.72 -0.07 -1.28
H -0.40 -1.35 1.85
H -1.37 0.01 2.16
H 1.39 -1.12 -0.63
H -0.13 -0.51 -2.40
H 1.25 1.20 -1.89
```

Multiplicity: 1
E_HOMO, eV: -10.324
M, g/mol: 76.1
SMILES: C=C(F)[SiH3]

Atom charges from the natural (NBO) analysis, given in e for atoms 1 to 8: C -0.471; C 0.038; F -0.460; Si 0.847; H 0.231; H 0.235; H -0.156; H -0.150



5.
ORCA calculation (ωB97M-V with the def2-TZVPD basis set) on C5H7FS2 in the gas phase at a distorted geometry.

```
15
C5H7FS2, DFT ωB97M-V with the def2-TZVPD basis set
C -0.71 -0.88 1.53
C 0.52 -0.75 0.72
F 1.66 -0.50 1.54
C 0.46 0.49 -0.15
C 1.24 0.69 -1.37
S 2.71 0.73 -2.06
C -0.22 0.52 -1.51
S -1.46 1.69 -1.87
H -0.97 0.09 1.84
H -0.71 -1.55 2.35
H -1.44 -1.18 0.83
H 0.82 -1.64 0.32
H 0.51 1.21 0.67
H -0.34 -0.40 -2.06
H -2.07 1.49 -0.78
```

Multiplicity: 1
E_HOMO, eV: -8.599
M, g/mol: 150.2
SMILES: C[C@H](F)[C@H]1C(=S)[C@@H]1S

Atom charges from the natural (NBO) analysis, given in e for atoms 1 to 8: C -0.634; C 0.224; F -0.386; C -0.347; C -0.046; S 0.128; C -0.466; S 0.059



6.
ORCA calculation (ωB97M-V with the def2-TZVPD basis set) on a molecular structure, C4H6CuO at a distorted geometry.

```
12
C4H6CuO, DFT ωB97M-V with the def2-TZVPD basis set
O -0.58 -1.63 2.22
Cu -2.04 -0.17 1.40
C 0.55 -1.79 2.63
C 2.21 -0.21 1.94
H 1.34 -1.10 3.33
H 2.16 0.58 2.71
H 3.04 -0.91 1.83
H 1.08 -2.73 2.42
C 1.68 0.44 0.54
C 1.67 0.55 -0.76
H 0.91 0.06 -1.38
H 2.62 0.68 -1.29
```

Multiplicity: 1
E_HOMO (spin up / spin down), eV: -12.332 / -12.328
Charge: +1
M, g/mol: 133.6

Atom charges from the natural (NBO) analysis, given in e for atoms 1 to 8: O -0.725; Cu 0.966; C 0.324; C -0.617; H 0.202; H 0.238; H 0.261; H 0.149



7.
ORCA calculation (ωB97M-V with the def2-TZVPD basis set) on 2 unconnected molecules or ions with the total composition C5H15NO at a distorted geometry.

```
22
C5H15NO, DFT ωB97M-V with the def2-TZVPD basis set
C 1.19 -1.06 1.29
C 0.60 -0.41 0.02
N -0.84 -0.24 0.09
C -1.19 0.61 1.27
C -1.28 0.38 -1.15
C -2.79 0.58 -1.25
H 1.93 -1.83 1.06
H 1.68 -0.31 1.91
H 0.42 -1.55 1.88
H 1.19 0.50 -0.14
H 0.78 -1.07 -0.79
H -2.03 1.26 1.01
H -0.35 1.24 1.55
H -1.54 -0.03 2.06
H -1.02 -0.27 -1.98
H -0.73 1.32 -1.33
H -3.28 -0.33 -0.91
H -3.20 1.45 -0.74
H -3.07 0.82 -2.29
O 4.83 -0.32 -0.70
H 4.56 -1.07 -0.17
H 4.11 0.31 -0.70
```

Multiplicity: 1
E_HOMO, eV: -8.803
M, g/mol: 105.2
SMILES: CCN(C)CC.O

Atom charges from the natural (NBO) analysis, given in e for atoms 1 to 8: C -0.624; C -0.217; N -0.429; C -0.435; C -0.217; C -0.624; H 0.208; H 0.202



8.
ORCA calculation (ωB97M-V with the def2-TZVPD basis set) on a molecular structure, C31H47BrGaN5O6PS2.

```
94
C31H47BrGaN5O6PS2, DFT ωB97M-V with the def2-TZVPD basis set
Ga -0.53 0.57 -0.29
C 2.70 -5.03 -4.46
C 2.20 -3.77 -5.19
C 1.04 -4.17 -6.10
C 3.33 -3.20 -6.06
C 1.79 -2.71 -4.17
C 0.56 -2.08 -4.20
C 0.30 -1.08 -3.28
Br -1.35 -0.14 -3.41
C 1.17 -0.71 -2.27
O 0.87 0.26 -1.36
C 2.44 -1.34 -2.23
C 2.70 -2.30 -3.20
C 3.53 -0.95 -1.20
C 3.05 -1.17 0.23
C 3.91 0.52 -1.40
C 4.80 -1.79 -1.38
H 2.89 -5.83 -5.18
H 1.97 -5.38 -3.73
H 3.64 -4.84 -3.93
H 1.40 -4.90 -6.84
H 0.65 -3.31 -6.66
H 0.22 -4.63 -5.55
H 3.70 -3.97 -6.75
H 4.17 -2.86 -5.45
H 2.97 -2.36 -6.65
H -0.19 -2.33 -4.93
H 3.68 -2.76 -3.20
H 2.21 -0.51 0.46
H 3.85 -0.95 0.94
H 2.74 -2.21 0.39
H 3.06 1.19 -1.21
H 4.25 0.69 -2.42
H 4.72 0.79 -0.72
H 4.60 -2.86 -1.30
H 5.51 -1.53 -0.60
H 5.27 -1.60 -2.35
O -1.65 3.89 9.00
S -1.14 3.74 7.66
O -0.66 2.41 7.32
O -0.31 4.82 7.16
C -2.56 3.96 6.55
N -3.54 4.84 6.79
C -4.39 5.08 5.80
C -4.30 4.49 4.54
C -3.26 3.59 4.41
N -2.42 3.32 5.39
C -2.83 2.87 3.18
C -3.03 3.29 1.87
C -2.36 2.64 0.85
N -1.54 1.61 1.09
C -1.42 1.14 2.34
C -2.03 1.74 3.40
H -5.18 5.79 6.02
H -5.00 4.71 3.76
H -3.64 4.16 1.65
H -2.42 2.99 -0.18
H -0.79 0.28 2.47
H -1.87 1.41 4.42
C -4.48 1.01 -2.01
P -3.91 -0.29 -0.92
C -5.03 -0.33 0.47
C -4.16 -1.82 -1.81
O -2.49 -0.04 -0.42
H -5.49 0.79 -2.35
H -3.82 1.09 -2.88
H -4.48 1.97 -1.48
H -6.05 -0.46 0.10
H -4.96 0.60 1.03
H -4.78 -1.17 1.12
H -5.22 -1.91 -2.07
H -3.87 -2.66 -1.19
H -3.56 -1.83 -2.72
C -1.43 -2.95 -0.34
C -0.13 -2.56 0.29
O -0.21 -1.19 0.82
H -1.34 -3.95 -0.76
H -1.68 -2.26 -1.14
H -2.23 -2.94 0.39
H 0.68 -2.60 -0.44
H 0.12 -3.21 1.12
H 0.54 -1.08 1.43
S 1.05 2.65 0.21
C 1.87 2.69 1.70
N 3.05 3.28 1.82
C 3.56 3.30 3.20
C 2.44 2.56 3.97
N 1.50 2.20 2.89
H 3.54 3.68 1.04
H 3.69 4.32 3.55
H 4.51 2.78 3.27
H 1.95 3.19 4.70
H 2.80 1.66 4.46
H 0.54 2.00 3.09
```

Multiplicity: 1
E_HOMO, eV: -9.359
Charge: +1
M, g/mol: 830.5

Atom charges from the Löwdin analysis, given in e for atoms 1 to 8: Ga 0.390; C -0.042; C -0.557; C -0.063; C -0.034; C -0.156; C -0.061; C -0.537



9.
ORCA calculation (ωB97M-V with the def2-TZVPD basis set) on a gas-phase ion, C9H10Br2NO (charge +1) at a distorted geometry.

```
23
C9H10Br2NO, DFT ωB97M-V with the def2-TZVPD basis set
C -0.34 1.86 0.39
C -0.07 -1.72 0.57
C -1.52 1.18 0.15
C -1.31 -1.39 0.25
C 1.41 0.68 -1.03
C 1.86 -0.77 -0.68
C 1.00 1.27 0.39
C 1.28 -1.10 0.69
C -2.02 -0.19 -0.14
N 1.23 0.23 1.36
O -3.00 -0.45 -0.95
Br -3.04 2.47 0.00
Br -2.55 -2.96 0.07
H -0.54 2.86 0.65
H -0.11 -2.71 0.87
H 2.08 1.32 -1.48
H 0.52 0.75 -1.69
H 1.33 -1.46 -1.34
H 2.87 -1.08 -0.89
H 1.75 2.17 0.65
H 1.95 -1.76 1.33
H 0.58 0.36 2.11
H -3.35 0.43 -1.30
```

Multiplicity: 1
E_HOMO (spin up / spin down), eV: -13.233 / -13.234
Charge: +1
M, g/mol: 308.0

Atom charges from the natural (NBO) analysis, given in e for atoms 1 to 8: C -0.011; C -0.040; C -0.189; C -0.166; C -0.379; C -0.413; C -0.130; C -0.113



10.
ORCA calculation (ωB97M-V with the def2-TZVPD basis set) on 4 unconnected molecules or ions with the total composition C19H31N4O2S at a distorted geometry.

```
57
C19H31N4O2S, DFT ωB97M-V with the def2-TZVPD basis set
C 0.59 0.04 0.70
C 0.86 1.02 -0.43
O 1.07 0.68 -1.50
O 0.83 2.39 -0.14
C -0.41 2.71 0.46
C -0.78 4.18 0.26
N -1.99 4.51 1.07
C -3.29 3.97 0.53
C -3.71 2.59 1.09
C -4.38 1.79 -0.05
S -5.25 0.31 0.60
H -0.47 0.06 1.00
H 0.88 -0.97 0.42
H 1.16 0.31 1.60
H -0.48 2.47 1.54
H -1.19 2.11 -0.04
H 0.04 4.81 0.64
H -0.92 4.45 -0.79
H -2.07 5.53 1.05
H -1.84 4.26 2.06
H -3.30 3.97 -0.56
H -4.07 4.68 0.83
H -4.43 2.67 1.91
H -2.88 1.98 1.46
H -3.66 1.44 -0.80
H -5.15 2.41 -0.53
H -4.25 -0.56 0.92
N -0.13 -3.94 -1.15
C 0.85 -3.08 -1.58
C 1.87 -3.83 -2.10
C 1.49 -5.19 -1.99
C 0.25 -5.23 -1.41
H -0.99 -3.66 -0.72
H 0.74 -2.01 -1.48
H 2.79 -3.44 -2.52
H 2.06 -6.05 -2.31
H -0.38 -6.05 -1.15
N 0.81 -1.36 6.26
C 0.30 -2.11 5.24
C 1.18 -2.04 4.19
C 2.26 -1.22 4.59
C 2.00 -0.81 5.88
H 0.37 -1.23 7.16
H -0.64 -2.63 5.34
H 1.05 -2.52 3.23
H 3.13 -0.95 4.01
H 2.57 -0.19 6.55
N 2.25 -0.50 -3.92
C 1.75 -1.23 -4.95
C 2.63 -1.14 -6.00
C 3.71 -0.33 -5.58
C 3.45 0.05 -4.29
H 1.81 -0.39 -3.02
H 0.81 -1.76 -4.86
H 2.51 -1.61 -6.97
H 4.58 -0.05 -6.15
H 4.01 0.66 -3.60
```

Multiplicity: 1
E_HOMO, eV: -9.398
Charge: +1
M, g/mol: 379.6

Atom charges from the natural (NBO) analysis, given in e for atoms 1 to 8: C -0.758; C 0.822; O -0.512; O -0.525; C -0.086; C -0.239; N -0.493; C -0.244



11.
ORCA calculation (ωB97M-V with the def2-TZVPD basis set) on a molecular structure, C17H36N7O5P2SbSe4V.

```
73
C17H36N7O5P2SbSe4V, DFT ωB97M-V with the def2-TZVPD basis set
V -1.17 1.65 0.46
C -4.00 -2.42 -0.97
N -3.41 -1.27 -1.61
C -4.16 -0.73 -2.74
P -1.89 -0.70 -1.40
O -1.76 0.78 -1.40
O -1.58 -1.30 0.09
P -0.11 -1.15 0.75
O 0.42 0.21 0.42
N -0.43 -1.39 2.32
C 0.55 -0.88 3.29
C -1.63 -1.97 2.89
N 0.84 -2.29 0.07
C 2.22 -1.98 -0.32
C 0.61 -3.68 0.48
N -0.88 -1.33 -2.50
C -0.93 -2.74 -2.86
C 0.25 -0.60 -3.06
H -4.10 -3.26 -1.67
H -5.00 -2.16 -0.60
H -3.41 -2.75 -0.12
H -4.20 -1.45 -3.56
H -3.70 0.19 -3.09
H -5.17 -0.50 -2.42
H 1.32 -0.30 2.79
H 1.00 -1.70 3.85
H 0.04 -0.19 3.97
H -2.34 -2.23 2.11
H -2.11 -1.24 3.55
H -1.40 -2.86 3.48
H 2.30 -0.93 -0.58
H 2.50 -2.58 -1.18
H 2.92 -2.20 0.50
H -0.45 -3.86 0.64
H 1.16 -3.93 1.39
H 0.95 -4.34 -0.32
H -1.73 -3.26 -2.32
H 0.02 -3.22 -2.61
H -1.12 -2.86 -3.93
H 0.25 0.42 -2.67
H 0.17 -0.57 -4.15
H 1.19 -1.07 -2.79
N -1.52 3.14 4.09
C -1.82 2.46 3.00
O -0.95 1.72 2.47
C -3.18 2.54 2.36
C -3.17 1.70 1.09
H -0.51 3.27 4.25
H -2.13 3.88 4.39
H -3.37 3.59 2.15
H -3.93 2.23 3.11
H -3.78 2.15 0.30
H -3.54 0.68 1.25
Se 2.59 6.04 -0.08
Sb 1.03 4.89 1.31
Se 1.80 3.61 3.27
Se -0.17 6.21 3.04
Se -0.78 3.96 -0.16
N 6.25 0.10 -2.29
C 4.91 -0.08 -2.34
O 4.38 -0.98 -2.96
C 4.10 0.90 -1.54
C 3.00 1.50 -2.13
C 2.17 2.28 -1.33
N 2.37 2.44 -0.03
C 3.46 1.92 0.52
C 4.36 1.14 -0.20
H 6.84 -0.52 -2.82
H 6.65 0.91 -1.86
H 2.79 1.36 -3.18
H 1.31 2.78 -1.75
H 3.60 2.12 1.57
H 5.23 0.71 0.29
```

Multiplicity: 4
E_HOMO (spin up / spin down), eV: -6.577 / -6.525
Expectation value of S²: 3.801
M, g/mol: 969.0

Atom charges from the Löwdin analysis, given in e for atoms 1 to 8: V 0.535; C -0.088; N -0.290; C -0.072; P 0.500; O -0.320; O -0.272; P 0.497



12.
ORCA calculation (ωB97M-V with the def2-TZVPD basis set) on C5H12N2 in the gas phase at a distorted geometry.

```
19
C5H12N2, DFT ωB97M-V with the def2-TZVPD basis set
C 0.92 -1.89 -1.60
N 0.75 -2.25 -0.42
C 0.65 -1.51 0.82
C -0.40 -0.39 0.88
C -0.18 0.86 0.00
C -1.52 1.46 -0.40
N 0.53 1.92 0.74
H 1.28 -2.58 -2.36
H 0.82 -0.86 -1.98
H 1.60 -1.08 1.12
H 0.35 -2.27 1.54
H -0.33 -0.01 1.90
H -1.37 -0.76 0.54
H 0.37 0.57 -0.90
H -1.46 2.45 -0.84
H -2.24 1.52 0.42
H -1.98 0.80 -1.16
H 1.18 2.43 0.16
H 1.04 1.60 1.55
```

Multiplicity: 1
E_HOMO, eV: -8.807
M, g/mol: 100.2
SMILES: C=NCC[C@@H](C)N

Atom charges from the natural (NBO) analysis, given in e for atoms 1 to 8: C -0.026; N -0.412; C -0.243; C -0.414; C -0.055; C -0.604; N -0.854; H 0.162



The relative energy (zero: lowest compared OMol25 entry of this formula, charge and spin) results, record by record, are as follows: 0.00 103.47 271.40 306.25 226.56 530.89 116.05 250.23 144.17 0.00 0.00 174.97 kJ/mol.
The total energy results, record by record, are as follows: -1419.156515 -274.102645 -287.729080 -468.453739 -1090.852699 -1871.200439 -329.463401 -7571.073644 -5626.587133 -1509.963187 -12901.839884 -307.162699 hartree.